18
Properties=species:S:1:pos:R:3 method="wB97M-V/def2-TZVPD" total_charge=0 multiplicity=1 gap_ev="7.857 / 8.443" lumo_energy_ev="-1.0 / -0.4" relative_energy_kj_mol=663.3 homo_ev="-8.855 / -8.801" e_tot_ha=-435.2051
C 2.2090 -1.6415 -1.6412
C 2.3358 -2.3342 -0.4229
C 1.5150 -0.4864 -1.3492
C -1.9497 2.0436 0.0878
C -1.8471 1.0874 1.3108
N 1.6572 -1.6673 0.5397
N 1.2090 -0.5527 -0.0494
N -1.2634 -0.0403 0.8201
O 0.6382 0.3360 0.6262
H 2.6948 -1.9019 -2.4928
H 2.6800 -3.3479 -0.3507
H 1.1439 0.2814 -1.9198
H -2.2760 1.3349 -0.7421
H -2.6739 2.6843 0.4057
H -1.0854 2.6116 -0.2283
H -1.2212 1.5609 2.0626
H -2.7362 0.9506 1.9884
H -1.0298 -0.9184 1.3552